(1)
Density functional theory data (ωB97M-V/def2-TZVPD) for a molecular structure, H3N2P.

For the relative energy (zero: lowest compared OMol25 entry of this formula, charge and spin), the calculation gives 3.375 eV. The HOMO energy is -9.6 eV. Its net charge is 0.

```
6
H3N2P | the OMol25 dataset | ωB97M-V/def2-TZVPD
P -0.277 0.572 -0.959
N -0.432 -0.721 0.232
N 0.191 0.524 0.626
H -0.647 1.274 1.283
H 0.955 -0.160 -1.333
H 0.211 -1.490 0.151
```

These are the Löwdin partial charges, in e, on atoms 1 to 5: P 0.70; N -0.36; N -0.46; H 0.18; H -0.08



(2)
Density functional theory data (ωB97M-V/def2-TZVPD) for C18H17ClO6 in the gas phase.

For the relative energy (zero: lowest compared OMol25 entry of this formula, charge and spin), the calculation gives 0.000 eV. The HOMO energy is -9.2 eV. Its net charge is 0. The structure (SMILES) is O=C(O)CCC(=O)C1=C(O)c2ccc(Cl)cc2C2(CCOCC2)C1=O.

```
42
C18H17ClO6 | the OMol25 dataset | ωB97M-V/def2-TZVPD
Cl -4.356 4.271 -1.598
O -0.176 -1.883 2.853
O 2.148 1.167 -2.713
O 0.012 -1.503 -1.103
O 0.267 -5.203 2.401
O -0.884 0.568 2.912
O 2.536 -5.163 2.519
C -0.136 -0.486 -0.456
C -0.951 0.479 1.553
C 0.431 -1.557 1.788
C 2.303 1.168 -1.317
C -2.241 2.530 -1.286
C -0.189 0.906 -1.167
C 0.975 1.810 -0.828
C 1.463 -4.692 2.108
C 1.400 -3.627 1.005
C 1.721 -2.199 1.476
C -0.196 0.813 -2.719
C -3.133 3.337 -0.670
C -1.371 1.696 -0.581
C -3.206 3.343 0.759
C -1.629 1.553 0.792
C -2.448 2.431 1.468
C -0.195 -0.511 0.994
C 1.156 0.416 -3.398
H -4.014 3.768 1.414
H 0.395 -5.623 3.260
H -0.980 0.142 -3.025
H 3.013 1.796 -1.027
H 2.306 -1.554 0.866
H -2.467 2.413 2.557
H -2.298 2.554 -2.368
H -0.583 -0.337 3.058
H 0.859 2.772 -1.441
H 2.355 0.167 -0.842
H 2.260 -2.230 2.426
H -0.501 1.765 -3.065
H 0.457 -3.719 0.467
H 2.223 -3.901 0.344
H 1.031 2.178 0.235
H 1.215 0.748 -4.392
H 1.434 -0.603 -3.259
```

These are the Löwdin partial charges, in e, on atoms 1 to 5: Cl 0.62; O 0.06; O -0.14; O 0.13; O 0.12



(3)
Density functional theory data (ωB97M-V/def2-TZVPD) for a molecular structure, C32H29BrClIrN4O2S2.

For the relative energy (zero: lowest compared OMol25 entry of this formula, charge and spin), the calculation gives 1.048 eV. The HOMO energy is -12.8 eV. Its net charge is +2.

```
72
C32H29BrClIrN4O2S2 | the OMol25 dataset | ωB97M-V/def2-TZVPD
Ir -0.305 1.941 1.478
Br -7.062 4.572 1.396
Cl 0.511 3.179 3.117
S 1.604 2.294 0.420
S 0.262 -0.148 1.691
O -2.262 1.024 0.731
O -1.895 3.532 1.164
N 3.887 1.021 0.812
N -5.764 -0.724 -0.151
N 2.526 -1.410 1.024
N -4.041 -1.159 1.231
C -4.849 -4.709 0.494
C -4.695 1.224 0.885
C -3.432 1.775 0.941
C 1.043 -3.462 -2.470
C -5.790 2.079 1.006
C 4.647 -0.216 1.098
C 4.532 2.646 -0.946
C -4.524 -2.400 0.804
C -5.890 -4.432 -0.409
C 4.143 4.309 -2.639
C 1.076 -2.862 -1.223
C 4.188 3.944 -1.300
C -4.144 -3.701 1.118
C -1.650 4.953 1.328
C 2.582 -4.571 -0.437
C -4.306 3.973 1.312
C 2.592 0.986 0.842
C -4.882 -0.217 0.637
C 1.893 -2.755 1.148
C 1.848 -3.416 -0.204
C 4.622 2.278 0.514
C -6.262 -3.136 -0.701
C 4.430 3.376 -3.623
C 4.826 1.714 -1.937
C 4.770 2.076 -3.273
C 3.914 -1.390 0.508
C 2.543 -5.176 -1.688
C 1.778 -4.620 -2.701
C -3.231 3.125 1.156
C -5.566 -2.111 -0.069
C 1.897 -0.294 1.186
C -5.588 3.430 1.221
H 5.646 2.109 0.842
H 4.763 -0.303 2.181
H 4.180 3.058 1.137
H -2.482 0.106 0.482
H -7.070 -2.914 -1.384
H -3.350 -3.920 1.821
H 3.886 5.325 -2.911
H 5.634 -0.123 0.653
H 5.007 1.351 -4.041
H 0.908 -2.625 1.590
H 2.508 -3.320 1.847
H -0.576 5.084 1.283
H -4.181 5.031 1.483
H 5.119 0.700 -1.676
H 3.961 4.675 -0.531
H -6.416 -5.256 -0.872
H 4.395 3.663 -4.666
H 1.748 -5.092 -3.674
H 0.436 -3.039 -3.260
H -2.023 5.287 2.293
H 0.487 -1.967 -1.042
H 3.173 -5.013 0.357
H -6.785 1.663 0.936
H 3.106 -6.082 -1.866
H 4.390 -2.330 0.778
H -2.133 5.486 0.512
H -3.573 -1.018 2.112
H -4.600 -5.740 0.707
H 3.865 -1.335 -0.581
```

These are the Löwdin partial charges, in e, on atoms 1 to 5: Ir 0.58; Br 0.84; Cl 0.09; S 0.77; S 0.74



(4)
Density functional theory data (ωB97M-V/def2-TZVPD) for a molecular structure, C16H36F14KN9O28S14.

For the relative energy (zero: lowest compared OMol25 entry of this formula, charge and spin), the calculation gives 3.805 eV. The HOMO energy is -2.3 eV. Its net charge is -4.

```
118
C16H36F14KN9O28S14 | the OMol25 dataset | ωB97M-V/def2-TZVPD
K -1.968 -3.573 -1.799
S -2.982 -0.902 -4.246
S 4.365 -2.480 -3.316
S -1.149 -6.173 -4.466
S -2.981 6.049 -2.001
S 0.650 -4.784 -4.529
S 0.993 -0.855 4.584
S -1.406 -4.579 1.552
S -3.290 -6.037 1.190
S -5.979 -0.763 5.411
S 5.955 -0.773 -3.725
S -5.436 0.692 3.614
S -4.687 -0.874 -2.705
S -2.051 4.066 -2.917
S 2.375 -1.722 2.802
F -3.670 7.406 -2.600
F -6.358 1.672 2.715
F 7.440 -0.899 -4.402
F -6.918 -0.932 6.713
F 0.963 -3.210 -4.110
F 2.344 -1.493 1.279
F 4.387 -3.817 -2.437
F -1.677 -1.885 -4.542
F -4.675 -5.353 0.674
F -2.245 -6.553 -3.333
F -0.777 3.669 -3.859
F -5.807 -1.856 -2.107
F 0.473 0.608 4.762
F -0.397 -3.673 0.660
O -0.505 -7.495 -4.576
O -2.017 -5.918 -5.548
O -4.187 5.316 -1.662
O 6.205 0.222 -2.717
O -2.221 0.255 -3.700
O 3.762 -1.503 3.135
O 3.856 -2.862 -4.595
O -6.340 -2.011 4.642
O 3.511 -1.679 -2.442
O -3.107 -7.239 0.360
O 5.120 -0.416 -4.865
O 1.826 -5.469 -4.056
O -4.331 1.536 3.993
O -2.141 6.522 -0.871
O -5.344 0.069 -3.567
O 0.375 -4.641 -5.943
O -0.603 -5.759 1.742
O 1.789 -3.053 3.081
O -3.126 3.231 -3.406
O -1.577 3.741 -1.587
O -4.985 -0.326 2.610
O -1.682 -3.734 2.684
O -3.519 -0.855 -5.665
O -3.596 -6.204 2.625
O -4.615 -0.721 5.988
O -4.178 -0.383 -1.440
O -0.230 -1.736 4.633
O 1.891 -1.021 5.732
N -2.171 5.519 -3.341
N -6.597 0.488 4.828
N -2.505 -4.596 0.574
N 1.556 -0.523 3.043
N 5.821 -2.315 -3.117
N -0.533 -4.940 -3.563
N -1.589 0.841 1.490
N -3.830 -1.945 -3.208
N 3.802 2.474 0.336
C 5.946 0.790 3.021
C 2.900 3.528 -1.756
C 5.078 2.014 2.691
C -0.847 -0.634 -0.567
C 0.393 -0.942 -1.533
C -1.964 -0.550 2.140
C 2.967 1.197 0.509
C -1.288 3.239 1.955
C -0.506 0.506 0.439
C 2.940 3.745 0.697
C 2.302 4.305 -0.561
C -2.716 3.049 1.413
C 5.145 2.267 1.189
C 4.181 2.799 -1.151
C -2.754 1.594 0.888
C -0.996 1.843 2.482
H 5.789 3.120 0.975
H -0.509 3.544 1.257
H -3.628 1.125 1.341
H -3.454 3.075 2.216
H 0.917 -1.751 -1.024
H -2.800 1.558 -0.200
H 2.176 2.864 -2.228
H -1.574 -0.307 -1.310
H 2.198 1.210 -0.264
H -0.150 1.388 -0.093
H 1.208 -0.228 -1.648
H 0.062 1.804 2.741
H 5.622 0.164 3.853
H 5.470 1.370 0.662
H 1.214 4.270 -0.507
H -1.602 1.617 3.359
H 2.185 3.428 1.417
H 6.142 0.133 2.174
H -1.081 -1.589 -0.096
H 4.065 1.787 3.023
H 6.972 1.110 3.206
H 2.415 5.371 -0.756
H 3.676 4.508 0.953
H 3.628 0.346 0.346
H -0.055 -1.332 -2.447
H 5.332 2.936 3.214
H -2.787 -0.541 2.856
H -1.094 -1.116 2.471
H -2.890 3.908 0.766
H 4.998 3.515 -1.237
H 3.467 4.082 -2.503
H 2.555 1.227 1.518
H 0.260 0.086 1.092
H -1.181 4.011 2.717
H -2.359 -1.120 1.299
H 4.555 1.832 -1.487
```

These are the Löwdin partial charges, in e, on atoms 1 to 5: K 0.81; S 0.68; S 0.38; S 0.52; S 0.58



(5)
Density functional theory data (ωB97M-V/def2-TZVPD) for a molecular structure, C2H2AuLiO.

For the relative energy (zero: lowest compared OMol25 entry of this formula, charge and spin), the calculation gives 0.000 eV. The HOMO energy (spin up / spin down) is -13.2 / -14.8 eV. Its net charge is +1. As for the spin multiplicity: 4.

```
7
C2H2AuLiO | the OMol25 dataset | ωB97M-V/def2-TZVPD
Au -0.928 -0.087 1.307
O 0.853 -0.780 0.306
C 1.046 0.525 -0.070
C 0.163 1.541 0.013
Li -0.877 -1.234 -1.186
H 2.045 0.672 -0.523
H -2.302 -0.637 0.152
```

These are the Löwdin partial charges, in e, on atoms 1 to 5: Au 0.76; O -0.25; C -0.46; C 0.09; Li 0.72



(6)
Density functional theory data (ωB97M-V/def2-TZVPD) for a molecular structure, C25H48F3NO13Si3.

For the relative energy (zero: lowest compared OMol25 entry of this formula, charge and spin), the calculation gives 4.809 eV. The HOMO energy is -8.3 eV. Its net charge is 0.

```
93
C25H48F3NO13Si3 | the OMol25 dataset | ωB97M-V/def2-TZVPD
Si 0.492 2.493 -0.671
Si -0.173 -0.326 -0.562
Si 4.469 0.950 -0.987
F 2.393 -9.977 3.571
F -7.180 0.904 0.640
F -3.029 -5.766 4.196
O 1.675 -6.002 5.380
O 0.812 0.906 -1.248
O -2.261 1.800 -2.499
O 0.307 -7.321 4.164
O -4.529 2.686 1.889
O -6.420 1.692 2.606
O 2.353 -8.061 4.749
O -4.952 2.534 4.101
O 1.312 -2.735 -2.883
O -1.871 -2.717 3.144
O -2.616 -4.659 2.281
O 3.541 2.222 -0.279
O -2.210 -2.905 0.918
N 1.227 3.607 -1.888
C -5.269 2.322 2.973
C 2.795 1.805 0.889
C -1.982 3.131 -2.032
C 1.818 -4.014 -2.026
C -0.213 6.345 -3.191
C -2.308 2.529 -4.924
C 1.467 -7.030 4.816
C -2.165 -3.578 4.239
C -1.343 2.984 -0.568
C 1.263 5.984 -2.689
C -0.850 0.023 1.183
C 5.150 -0.314 0.281
C -2.153 -4.927 3.592
C 1.602 -9.185 4.332
C -6.585 1.969 1.229
C -2.233 -3.381 2.012
C 0.986 -1.876 -0.376
C 6.026 1.812 -1.753
C 1.491 2.758 0.943
C 0.581 -2.943 -1.618
C -5.177 2.138 0.747
C 0.504 -8.574 3.516
C -3.051 1.833 -3.704
C 3.595 0.110 -2.495
C 1.254 5.007 -1.406
H 2.787 -3.813 -2.561
H 2.293 -3.723 -0.998
H 1.256 -9.741 5.208
H -2.939 3.741 -2.002
H -4.706 1.187 0.483
H 2.192 5.263 -0.799
H 3.444 2.076 1.793
H -1.937 0.376 1.157
H 0.785 -2.434 0.584
H -0.520 -3.355 -1.636
H -7.212 2.857 1.106
H -5.106 2.813 -0.106
H 6.682 2.198 -0.920
H 6.208 -0.577 -0.055
H 0.359 5.295 -0.778
H -0.408 -9.171 3.530
H -1.250 3.682 -2.694
H -1.380 4.037 -0.118
H 5.266 0.245 1.269
H -0.897 -0.986 1.714
H 2.537 0.705 0.926
H 4.510 -1.240 0.396
H 0.890 2.613 1.897
H -2.314 3.650 -4.751
H -0.253 7.467 -3.402
H -1.224 2.194 -4.886
H -0.430 5.840 -4.185
H 1.921 3.815 1.019
H 2.149 3.270 -2.175
H 2.070 -1.625 -0.562
H -1.167 -5.394 3.544
H -4.076 2.274 -3.478
H 1.779 6.973 -2.458
H 3.175 -0.912 -2.248
H 0.797 -8.404 2.477
H -1.416 -3.485 5.025
H -1.991 2.335 0.088
H 5.608 2.658 -2.399
H -1.011 6.119 -2.417
H -1.232 -0.735 -1.501
H -0.208 0.682 1.836
H 4.341 -0.064 -3.345
H 2.785 0.773 -2.941
H -2.758 2.284 -5.931
H -3.143 -3.318 4.653
H 6.562 1.109 -2.459
H 1.871 5.451 -3.492
H -3.231 0.748 -3.999
```

These are the Löwdin partial charges, in e, on atoms 1 to 5: Si 0.46; Si 0.54; Si 0.48; F 0.08; F 0.08



(7)
Density functional theory data (ωB97M-V/def2-TZVPD) for 9 unconnected molecules or ions with the total composition C33H54O27.

For the relative energy (zero: lowest compared OMol25 entry of this formula, charge and spin), the calculation gives 1.496 eV. The HOMO energy is -8.9 eV. Its net charge is 0. The structure (SMILES) is C[C@H]1COC(=O)O1.C[C@H]1COC(=O)O1.C[C@H]1COC(=O)O1.C[C@H]1COC(=O)O1.C[C@H]1COC(=O)O1.C[C@H]1COC(=O)O1.COC(=O)OC.COC(=O)OC.COC(=O)OC.

```
114
C33H54O27 | the OMol25 dataset | ωB97M-V/def2-TZVPD
O -2.350 1.008 7.107
O 0.614 -2.593 4.795
O -3.937 -0.775 2.433
O -0.617 2.807 0.312
O -1.721 -0.298 2.046
O 1.693 2.309 -3.216
O -3.276 -1.008 6.150
O -4.820 2.417 0.105
O -0.453 -3.690 3.162
O 0.787 0.270 -3.157
O 1.832 -3.015 -5.205
O 1.670 1.542 2.161
O 2.137 0.908 -1.483
O 3.887 -3.302 -6.071
O -0.874 3.057 2.509
O -6.161 4.265 0.030
O 1.675 -4.204 3.505
O 3.739 1.009 2.475
O -2.783 -1.612 0.645
O -4.409 -0.052 7.724
O 0.829 -3.244 -1.645
O 2.209 -2.333 -7.484
O 0.014 -5.410 -1.804
O 2.140 -0.491 3.072
O -3.756 4.564 -0.100
O 2.151 -4.758 -2.438
O -0.526 4.793 1.123
C -0.700 -0.661 1.178
C 0.531 -2.541 -5.287
C -1.376 1.366 -3.935
C 0.082 0.961 -4.229
C -0.285 4.995 -0.247
C -6.283 5.596 -0.395
C 2.356 2.653 1.591
C -1.421 -1.606 0.163
C 2.048 -2.515 -1.703
C 2.173 -1.981 -0.245
C 2.964 -3.585 -2.298
C 3.806 2.293 1.959
C 1.333 -4.979 2.377
C -2.875 -0.927 1.795
C 2.601 -2.924 -6.277
C 4.795 2.481 0.852
C -1.463 -0.851 -1.191
C 0.625 -3.394 3.880
C -0.672 3.528 1.392
C -0.209 -4.793 2.339
C 1.515 1.172 -2.505
C 1.026 2.180 -4.417
C -3.475 1.809 0.072
C -4.932 3.745 -0.024
C -0.251 3.564 -0.807
C 2.493 0.640 2.603
C 4.816 -2.993 -7.094
C -3.342 -0.013 6.999
C -4.656 0.901 8.734
C -2.145 -1.034 5.336
C 0.907 -4.552 -1.955
C 0.951 5.861 -0.539
C 1.730 -6.415 2.582
H 4.537 2.068 -0.078
H 0.213 -2.247 -4.264
H 5.769 2.062 1.104
H 1.753 -4.544 1.508
H -1.359 2.144 -3.142
H -3.717 0.790 0.085
H 5.879 -3.266 -6.901
H 1.755 5.502 0.071
H 0.829 6.897 -0.200
H -1.871 1.904 -4.757
H 4.283 2.916 2.744
H -1.178 -1.077 5.857
H 3.332 -3.158 -3.270
H 2.822 -6.448 2.801
H 1.712 -2.703 0.439
H 4.912 3.548 0.641
H 4.812 -1.895 -7.204
H -2.129 -1.905 4.664
H -2.393 -1.145 -1.746
H 3.218 -1.957 -0.066
H 0.064 -1.214 1.717
H 1.621 -6.953 1.663
H -0.609 -1.195 -1.823
H 1.972 -1.692 -2.356
H -0.734 -5.627 2.600
H -0.960 3.318 -1.473
H 1.159 5.980 -1.595
H 2.250 2.606 0.539
H -0.901 -2.537 0.067
H -0.178 0.282 0.808
H -2.003 0.579 -3.555
H -1.350 0.215 -1.052
H -4.014 0.838 9.585
H 1.107 -6.861 3.360
H -0.139 -3.391 -5.548
H 3.898 -3.726 -1.713
H -2.075 -0.139 4.705
H -5.601 6.283 0.085
H -4.506 1.861 8.206
H 0.761 3.315 -1.102
H 1.836 1.989 -5.109
H 0.105 0.352 -5.155
H 1.672 -1.060 -0.126
H 0.592 3.111 -4.759
H 4.487 -3.412 -8.019
H -7.321 5.905 -0.318
H -2.855 2.186 -0.657
H -0.593 -4.620 1.371
H -5.669 0.895 9.174
H -2.925 1.912 1.024
H 2.102 3.665 1.872
H -5.975 5.706 -1.416
H 0.364 -1.678 -5.959
H -1.139 5.422 -0.747
```

These are the Löwdin partial charges, in e, on atoms 1 to 5: O -0.08; O 0.15; O 0.11; O 0.05; O 0.07